No. 1
Molecular formula: C25H31ClInN6O3
Method: DFT, wB97M-V/def2-TZVPD

Spin multiplicity: 1
Net charge: +1
DFT total energy (Ha): -2175.40777

```
67
Properties=species:S:1:pos:R:3:forces:R:3
C -4.44759 -2.93057 1.55274 0.308 -0.568 0.037
H -4.94979 -3.40998 2.37634 -0.381 0.253 -0.068
C 2.51599 2.01293 -3.44562 -0.060 0.525 0.324
C -0.71583 5.89232 -0.86038 0.584 0.037 -0.503
N 1.14216 -4.38158 2.60974 0.112 -0.241 -0.041
H 2.82364 4.23368 -3.57510 0.020 0.052 -0.017
O -2.18604 1.56273 -0.29056 0.573 -0.063 -0.274
C -1.15834 0.83844 -0.21170 -1.562 0.817 1.290
H -5.92029 -1.78331 0.30060 -0.079 -0.053 0.104
H -0.45554 1.71890 -1.70911 -0.276 -0.615 -0.516
H 0.57463 2.96529 -0.59830 -0.039 -0.005 0.039
H -0.10976 -2.67242 3.05415 0.074 -0.277 0.316
C 2.08838 -4.63547 1.64517 -0.254 -0.022 0.416
H -0.03571 -3.69789 -0.83732 0.375 -0.126 0.005
C 1.37948 -2.49975 1.46151 -0.409 -0.492 0.153
C 0.70692 -3.10092 2.49659 -0.255 0.661 -0.294
H 0.51899 -1.26221 -1.05902 -0.036 -0.007 0.070
In -3.04403 0.06089 2.59057 0.815 -0.094 -0.861
N -0.15458 -0.03953 5.11375 -0.931 0.111 -0.441
H -0.19108 -4.74286 -3.33424 -0.073 -0.028 0.006
C -0.04845 3.83470 -0.46374 0.020 -0.716 -0.645
O -0.21629 0.92429 -1.18607 0.222 0.196 0.079
H 2.88225 -3.31475 0.06695 0.133 -0.288 0.056
C 0.01882 -3.72167 -3.07236 0.234 0.351 -0.215
H -1.83670 -2.33959 -0.40430 0.043 -0.036 0.140
H 5.23500 3.65448 -3.50713 0.135 -0.099 0.036
H 3.23938 -0.05198 -3.31392 0.357 -0.089 -0.008
N 0.45837 -1.89923 -1.83852 -0.300 -0.127 -0.635
C -0.89878 1.10856 5.28727 0.823 -0.748 0.895
H 1.17708 -1.49038 1.13951 0.153 0.017 -0.095
H -0.82532 3.01341 4.29771 -0.165 -0.054 -0.277
C 3.18769 3.22762 -3.46664 0.048 -0.442 -0.382
C 0.43766 -1.51080 -3.15239 0.297 0.288 0.696
C 0.20678 -2.63403 -3.93522 -0.371 0.249 -0.228
H 0.07754 -2.56097 -5.00263 0.159 -0.327 -0.030
H 0.85266 -5.03456 3.31401 -0.019 -0.044 -0.004
C 2.23336 -3.49366 0.90940 0.342 0.651 -0.329
H 2.58488 -5.58891 1.63517 0.061 -0.007 -0.215
C 0.17346 -3.22626 -1.78383 -0.302 -0.140 0.564
H 1.21406 -0.69453 3.58642 -0.184 -0.248 0.131
H 0.58204 -0.47104 -3.39144 -0.018 -0.033 -0.202
C 0.36839 1.31511 3.43055 -0.484 -0.631 0.001
H 1.44276 1.93970 -3.49147 -0.087 -0.186 -0.061
H 5.70246 1.16768 -3.42064 0.090 0.081 0.237
C -3.07002 -3.17721 1.27361 0.050 0.637 0.562
H -1.42304 1.21194 6.22245 -0.226 0.332 -0.161
C -0.88799 4.19053 0.60505 0.021 0.854 0.117
C -1.24067 5.51672 0.38755 -0.160 -0.585 0.333
C 3.48614 0.99576 -3.35212 -0.397 0.096 0.122
H 0.38084 4.78155 -2.28741 -0.009 0.065 -0.072
H -1.13708 3.55657 1.43756 0.061 -0.014 0.013
Cl -1.18906 2.83439 -3.70922 0.501 0.137 0.708
H -4.00326 -1.32260 -1.13243 0.295 0.000 -0.060
N -3.89908 -1.91331 -0.32500 -0.414 0.634 0.089
H -1.78754 6.18319 1.03223 -0.166 -0.117 -0.008
N 0.03186 4.88428 -1.34593 -0.530 0.367 0.301
C 0.51515 0.04747 3.93344 1.329 0.217 -0.002
O -0.93411 0.09077 0.76738 0.414 -0.743 -0.178
H -2.39619 -3.74324 1.89460 0.074 -0.070 -0.107
N 4.52130 2.94969 -3.46098 0.020 0.423 0.383
C -4.93791 -2.15663 0.52983 0.025 -0.115 0.123
H -0.11365 -0.79159 5.77660 -0.040 -0.159 -0.118
C -2.75012 -2.46296 0.14865 0.078 -0.301 -0.572
C -0.55250 1.96842 4.28517 -0.228 0.989 -0.010
H 0.86015 1.64546 2.53339 -0.128 0.224 -0.033
C 4.72348 1.60579 -3.33968 -0.248 -0.346 -0.628
H -0.82747 6.82313 -1.39123 -0.016 -0.009 -0.055
```
Positions in Å, forces in eV/Å.

No. 2
Molecular formula: C20H26CoN3O5P
Method: DFT, wB97M-V/def2-TZVPD

Energy above the lowest of the compared OMol25 structures with the same formula, charge and spin (kcal per mole): 0.0
Spin multiplicity: 1
Net charge: +3
DFT total energy (Ha): -3041.46766

```
56
Properties=species:S:1:pos:R:3:forces:R:3
C -0.57693 -0.40626 3.62822 -0.014 -0.093 0.218
H -4.73060 -2.55740 0.13471 -0.001 0.004 -0.009
C 2.94351 0.05390 -1.66190 0.056 0.115 -0.114
H 3.01733 -0.98874 -1.37721 -0.006 -0.003 -0.008
H -1.92780 1.72709 0.78094 0.007 -0.017 -0.013
C 2.43030 4.12633 -2.61711 0.011 -0.063 -0.002
C -0.80133 4.55281 -0.73885 0.001 0.008 -0.021
H 4.81367 0.10171 -2.70834 -0.005 -0.004 -0.003
H 2.52689 -2.35455 3.21565 -0.037 0.013 -0.013
C -4.40063 -4.53517 -0.55714 0.018 -0.055 -0.028
P 1.03315 0.09301 1.49966 -0.019 -0.117 0.143
O 2.19354 1.10768 1.67697 -0.005 0.047 -0.211
C 3.94814 0.67764 -2.41276 -0.006 -0.052 0.034
C -2.02884 -4.05938 -1.01482 -0.018 -0.041 0.012
H 1.80456 3.14120 1.39320 -0.008 -0.050 -0.024
N -3.97287 -3.24040 0.09402 0.010 0.016 -0.008
C -2.01491 -1.73951 0.08041 0.145 0.170 -0.095
H 3.37926 -0.85391 2.74038 -0.023 0.030 -0.025
H -1.53144 -3.98738 -1.97809 -0.012 0.003 -0.006
C -2.80228 -2.76437 -0.71361 0.020 -0.050 -0.042
H -3.19736 -2.31736 -1.62615 0.007 0.009 0.006
C -1.30637 2.38863 0.19078 -0.046 0.113 -0.080
C 0.35701 4.01524 -1.33977 0.040 0.123 -0.029
N -0.22808 1.86626 -0.38318 -0.240 0.074 -0.041
O -0.04814 0.43879 2.54798 -0.101 0.002 -0.216
H -1.33716 -1.05900 3.21891 0.017 0.042 -0.042
C 1.75125 2.03084 -1.61728 -0.043 0.001 0.108
H -1.00032 0.28120 4.35184 0.027 0.033 -0.018
C 2.84357 -1.72924 2.38692 0.114 -0.101 0.170
H -1.04705 5.59942 -0.87297 0.008 0.001 0.002
H 0.23381 -0.97364 4.07711 0.025 0.036 -0.009
H 3.10095 2.72336 2.53676 0.008 -0.038 0.000
C -1.61326 3.74378 0.02664 0.006 -0.049 0.021
H -3.19383 -5.68982 -1.92518 -0.001 0.001 -0.002
H 1.14598 5.78576 -2.33597 -0.007 0.001 0.010
N 1.86355 0.72323 -1.28021 0.108 -0.085 -0.072
O 1.62828 -1.32518 1.65920 -0.042 0.034 -0.193
H -2.78787 -5.95366 -0.24297 -0.004 -0.001 0.004
C -3.08138 -5.19467 -0.96435 0.015 0.029 0.005
H -3.66366 -3.38254 1.06047 -0.016 0.003 0.010
C 0.58995 2.66675 -1.11998 0.047 -0.145 0.136
H -5.01066 -4.26253 -1.41579 -0.010 0.012 0.008
H 3.14289 4.68548 -3.20945 0.009 -0.006 0.006
H 3.45138 -2.30179 1.69521 -0.037 0.014 -0.036
H 1.39669 2.50867 3.01915 0.001 -0.028 0.001
H -2.49785 4.13857 0.50597 0.000 0.001 -0.005
H -1.26131 -4.21950 -0.25677 0.007 0.011 -0.004
C 2.10349 2.46901 2.19535 0.017 0.142 0.092
H -5.00527 -5.10693 0.14119 0.001 0.013 0.014
O -1.06745 -1.14534 -0.61663 -0.366 -0.122 0.242
C 3.82838 2.00332 -2.76371 -0.012 0.028 -0.020
O -2.25426 -1.51904 1.24260 -0.064 -0.025 0.024
C 2.69097 2.73261 -2.35424 0.061 0.112 -0.034
H 4.60294 2.48534 -3.34777 0.000 0.004 0.007
Co 0.24608 0.06244 -0.51467 0.422 -0.055 0.114
C 1.32140 4.73726 -2.13336 -0.065 -0.041 0.035
```
Positions in Å, forces in eV/Å.

No. 3
Molecular formula: C10H23ClNO3
Method: DFT, wB97M-V/def2-TZVPD

Energy above the lowest of the compared OMol25 structures with the same formula, charge and spin (kcal per mole): 0.0
Spin multiplicity: 1
Net charge: -1
DFT total energy (Ha): -1135.44133

```
38
Properties=species:S:1:pos:R:3:forces:R:3
H 0.10265 2.87615 -2.46800 -0.002 0.004 -0.009
C -2.07797 4.28086 -1.68873 0.009 0.002 -0.022
H -0.01954 1.33709 -3.31619 -0.010 -0.019 0.014
C 0.22436 -3.33852 -2.08076 0.286 -0.076 0.109
H 2.35144 -1.88779 2.55765 0.024 -0.019 -0.038
H -2.81134 4.81395 -1.08085 -0.002 0.004 -0.004
H 2.58683 0.45485 5.56667 -0.003 0.005 0.003
C -0.07114 -4.25413 -3.24374 0.004 -0.041 -0.071
H 1.85165 1.63371 4.46580 0.006 -0.001 0.004
H -1.91494 4.84343 -2.60975 -0.002 0.004 0.007
N -0.50008 -5.46286 -2.62508 -0.032 0.021 0.117
H 0.25388 -0.11201 1.20004 -0.015 -0.033 0.010
Cl -1.35238 -2.39909 -1.55988 -0.257 0.042 0.094
H -0.87198 0.24958 -1.19322 -0.001 0.035 -0.089
H 0.89353 -4.39077 -3.75136 0.004 -0.015 -0.020
C -2.59115 2.88372 -2.00233 -0.024 -0.033 0.020
C -0.32019 1.18994 -1.19182 -0.033 0.031 0.107
H 1.99398 -1.79453 0.82778 -0.043 -0.023 -0.015
H 2.94719 0.39194 3.84319 -0.001 -0.008 0.002
H -3.57114 2.94705 -2.47750 0.001 0.008 0.007
H -1.47012 -5.31542 -2.34366 -0.003 -0.021 -0.044
C 0.97408 -0.30709 1.99243 -0.007 -0.043 -0.059
C 2.16030 0.59219 4.57117 -0.010 0.016 -0.013
H 1.29557 -1.37981 4.46195 -0.005 0.002 -0.010
H -0.76496 -3.74348 -3.93337 0.024 0.054 -0.041
H 1.76264 0.45195 1.91052 -0.010 0.015 -0.001
C 0.96837 -0.33573 4.39093 -0.017 -0.029 0.007
O 0.24226 -0.11807 3.20050 0.032 0.035 0.021
H 0.24726 -0.16992 5.19320 0.010 0.000 0.004
H -2.71966 2.31507 -1.07430 0.007 -0.007 -0.009
H 0.72942 0.95118 -1.01014 0.013 0.021 -0.035
H 0.79699 -2.46129 1.92712 -0.020 0.018 -0.028
H -0.66705 1.79781 -0.35262 0.042 -0.001 0.015
H -1.14124 4.25650 -1.13038 -0.004 -0.007 0.004
O -1.79113 2.16839 -2.92035 0.016 0.056 -0.009
O 1.16044 -3.19978 -1.36990 0.002 0.031 -0.098
C 1.56458 -1.69420 1.82454 0.012 0.020 0.089
C -0.45142 1.92913 -2.50957 0.010 -0.046 -0.021
```
Positions in Å, forces in eV/Å.

No. 4
Molecular formula: C37H45Cl2MoN6OP2S3
Method: DFT, wB97M-V/def2-TZVPD

Energy above the lowest of the compared OMol25 structures with the same formula, charge and spin (kcal per mole): 0.0
Spin multiplicity: 3
Net charge: +3
DFT total energy (Ha): -4705.76557
⟨S²⟩: 2.0267

```
97
Properties=species:S:1:pos:R:3:forces:R:3
N 0.88470 0.03418 -4.55126 0.024 -0.032 0.064
H -2.49662 -5.08181 0.62024 -0.023 0.000 0.001
C 0.97311 1.15429 3.59388 0.040 -0.017 -0.032
H -0.00139 -2.87210 4.64627 0.006 -0.023 0.033
H -0.77959 3.62065 -2.89123 0.000 0.011 -0.009
C -1.42698 -4.92543 0.64252 0.010 0.020 0.003
C 0.26774 2.19857 4.19986 -0.032 0.018 -0.015
H 3.66567 -0.86602 1.96108 0.006 -0.014 -0.034
N 1.20088 -1.39479 2.47481 -0.122 -0.152 -0.029
H 0.42721 -0.81565 -4.83805 -0.020 0.015 -0.021
C 2.33183 3.14551 4.99860 0.013 -0.003 -0.003
H 1.22994 2.57217 0.38481 0.001 -0.010 0.016
N 1.66798 1.53903 -3.17646 0.007 -0.124 0.024
H 2.08612 -1.62016 4.36136 -0.013 0.000 -0.031
C -1.22502 -0.49736 5.03847 0.018 0.007 -0.010
H -2.19831 -0.90426 6.89803 0.006 0.004 0.029
C -2.39550 4.38172 0.49015 0.039 -0.056 -0.061
H 1.95896 3.02136 -4.66667 0.028 -0.019 -0.002
C 4.19757 -5.22929 5.06601 -0.004 -0.065 0.047
C 3.14541 -2.51773 -0.95605 -0.003 0.004 -0.049
H 2.08706 1.79261 -2.28331 -0.016 0.029 -0.022
H -3.88310 -1.15250 -2.28246 0.055 -0.001 -0.056
N 1.61543 1.63782 0.51268 0.053 -0.010 0.013
C 2.18344 1.97264 -4.48683 0.013 0.076 -0.010
Cl -2.53223 -0.54528 -0.49540 -0.095 -0.147 -0.037
H 6.49983 -2.06539 -0.99654 0.009 0.002 -0.004
C 3.87581 -1.32171 1.00354 0.001 0.019 0.034
H -4.19137 -1.90542 5.84055 -0.017 -0.007 0.007
S -1.56043 1.90872 1.40055 0.051 -0.069 -0.039
H -2.50700 -1.24363 1.98047 0.012 0.006 -0.015
C 0.94681 3.18463 4.89576 0.004 0.003 0.001
H 2.92610 0.29167 3.29565 -0.028 0.042 0.008
H -0.35565 -0.06693 5.51739 0.012 0.012 -0.001
H 4.68436 -3.08205 -2.32829 0.003 -0.011 -0.014
H 0.81918 -5.03931 5.37030 0.005 0.032 0.035
C -0.91326 -3.64064 0.60802 -0.053 0.031 0.065
S 2.75819 -5.30670 3.98081 -0.014 0.089 -0.070
H -4.34141 -2.06815 3.38087 -0.019 -0.011 -0.014
C -1.30414 -0.58860 3.64365 0.027 0.018 0.088
C 2.36566 1.11721 3.71370 0.038 -0.040 -0.015
N -1.18491 3.00004 -0.97735 -0.173 -0.039 -0.017
C -3.46651 -1.63225 3.84204 0.006 0.006 0.022
C 0.46484 -3.43551 0.62889 0.114 -0.057 -0.028
C -2.26212 -0.97424 5.82148 0.005 0.001 -0.018
H 1.47851 -6.66321 0.80267 0.018 -0.021 0.003
H 3.97413 -5.67386 6.03284 0.000 -0.005 0.010
C -3.38152 -1.53910 5.22476 -0.014 -0.004 -0.006
C -0.56474 -6.01222 0.70522 0.010 -0.015 -0.001
H 4.11709 2.05902 4.51291 0.019 -0.006 0.002
H 1.92817 1.60245 1.48818 0.033 -0.004 -0.029
Cl -2.32704 -2.90808 -2.31315 0.016 0.037 -0.010
H 0.32838 -3.86373 3.24040 0.001 0.036 -0.075
H -2.83934 4.53454 1.46255 -0.007 -0.007 0.031
H 5.98428 -0.96594 1.15669 0.015 0.008 0.013
H 2.40079 -4.39956 0.75051 0.011 0.002 -0.005
H 4.97811 -5.81880 4.58987 0.009 -0.001 -0.007
H 2.85458 3.91343 5.55224 0.006 0.010 0.004
C 3.04183 2.10864 4.41081 -0.023 0.015 0.012
C 2.84229 -1.88000 0.25021 -0.009 0.031 0.075
C 5.18829 -1.38266 0.55514 -0.028 -0.007 -0.010
H 3.26400 1.83190 -4.52528 -0.017 0.001 -0.009
H 4.55270 -4.20862 5.19471 -0.013 0.022 -0.007
H -1.95260 5.83283 -2.54135 -0.005 0.014 -0.010
O -0.57826 1.83078 -1.26636 0.153 0.010 0.048
C -1.25387 3.91632 -1.96842 -0.067 0.041 0.072
H 0.63219 1.55304 -5.98830 0.026 -0.012 0.000
C 1.32981 -4.53476 0.69534 -0.023 0.019 0.025
H 2.36461 -2.98901 -1.53788 0.000 0.000 0.006
C 5.47681 -2.00468 -0.65083 0.018 0.002 0.004
H 2.64460 -2.74674 3.12691 -0.030 -0.026 0.036
C 1.54191 -4.34768 4.93924 -0.057 -0.063 -0.006
H -2.24669 -0.60820 -2.83672 -0.006 -0.069 0.009
C -1.90034 5.10265 -1.74795 0.029 -0.058 0.002
H 3.05214 0.56683 -0.37250 0.002 0.014 -0.012
H 2.05738 -3.86199 5.76868 0.047 0.047 -0.020
C 1.04199 0.37733 -3.28198 0.008 0.018 -0.009
C 1.75491 -2.26479 3.54182 0.043 0.030 0.025
H -3.00265 6.26443 -0.30846 -0.012 0.018 0.001
S 0.56617 -0.71191 -2.02548 -0.047 -0.074 0.109
C 0.80977 -5.81704 0.73533 -0.021 0.006 0.002
P 1.13249 -1.78839 0.83039 0.088 0.051 0.086
P 0.11331 -0.12900 2.65270 0.046 -0.074 0.118
C -2.80796 -1.25062 -2.16710 -0.059 0.143 0.055
H 0.39190 3.98103 5.37207 -0.010 0.011 0.008
Mo -0.14928 0.36316 0.13644 -0.077 0.374 -0.223
C 4.45549 -2.57485 -1.40120 -0.003 0.000 0.000
H 2.10047 0.58143 -6.19310 -0.010 0.019 -0.003
H -0.96482 -7.01642 0.73505 -0.013 -0.018 0.004
H -0.81159 2.23530 4.14860 -0.005 -0.016 0.003
C 0.80152 -3.33203 4.06754 0.033 -0.075 -0.004
H 3.48217 2.12268 -0.07342 -0.008 -0.030 -0.007
C -2.48300 5.33605 -0.49938 0.014 0.003 -0.015
N 2.72319 1.53079 -0.40655 0.016 -0.002 0.039
C 1.43912 1.04170 -5.46335 -0.021 0.016 -0.069
C -2.42974 -1.16119 3.05519 -0.026 -0.027 -0.056
H -1.59143 -2.79995 0.57548 0.003 0.007 -0.006
C -1.72807 3.18250 0.23581 -0.024 0.069 -0.035
```
Positions in Å, forces in eV/Å.